Entry 1:
{"formula": "C8H20Br8N2O3PS", "method": "the ωB97M-V functional and the def2-TZVPD basis", "lumo_ev": -5.54, "multiplicity": 1, "total_charge": 1, "energy_ev": -598194.261, "species": ["N", "P", "O", "S", "O", "N", "O", "H", "H", "H", "H", "Br", "C", "C", "Br", "H", "H", "H", "H", "Br", "C", "C", "Br", "H", "H", "H", "H", "Br", "C", "C", "Br", "H", "H", "H", "H", "Br", "C", "C", "Br", "H", "H", "H", "H"], "xyz": [[2.989, -3.086, -0.551], [2.800, -1.498, -1.276], [3.258, -0.410, -0.074], [0.690, -1.391, -1.763], [-0.119, -0.828, -0.339], [-1.241, -1.701, -0.243], [-0.946, -2.722, 0.263], [2.928, -3.745, -1.338], [3.922, -3.190, -0.134], [2.495, 0.084, 0.303], [0.432, -0.478, -2.794], [0.758, 1.182, -1.025], [0.076, 2.893, -0.376], [1.195, 3.777, 0.109], [1.829, 3.209, 1.862], [-0.663, 2.669, 0.392], [-0.425, 3.342, -1.235], [0.843, 4.799, 0.251], [2.059, 3.784, -0.554], [0.820, 2.339, -4.429], [1.610, 1.041, -5.650], [0.580, 0.496, -6.602], [-0.558, -0.818, -5.717], [2.079, 0.272, -5.038], [2.383, 1.591, -6.188], [1.059, -0.045, -7.419], [-0.075, 1.261, -7.014], [0.658, 5.834, 6.157], [-0.385, 4.194, 6.292], [-0.557, 3.544, 4.943], [-1.903, 4.469, 3.878], [-1.329, 4.456, 6.768], [0.186, 3.548, 6.959], [-0.933, 2.526, 5.052], [0.358, 3.527, 4.353], [-3.392, -5.898, 3.741], [-2.711, -5.607, 1.939], [-3.836, -5.402, 0.955], [-4.693, -7.091, 0.499], [-2.077, -6.459, 1.697], [-2.095, -4.710, 2.010], [-3.453, -5.015, 0.010], [-4.616, -4.740, 1.325]], "nbo_charge": [-1.133, 1.232, -0.939, 0.449, -0.550, 0.399, -0.182, 0.403, 0.432, 0.528, 0.261, -0.031, -0.417, -0.457, -0.004, 0.246, 0.243, 0.252, 0.240, -0.016, -0.444, -0.443, -0.021, 0.217, 0.247, 0.243, 0.247, -0.005, -0.454, -0.446, -0.022, 0.237, 0.233, 0.226, 0.230, 0.002, -0.453, -0.454, 0.003, 0.233, 0.217, 0.218, 0.235]}

=====

Entry 2:
{"formula": "C28H53ErO2PSe2Si2", "method": "the ωB97M-V functional and the def2-TZVPD basis", "lumo_ev": [-2.06, -2.04], "multiplicity": 4, "total_charge": 1, "s2": 3.75, "energy_ev": -217341.327, "species": ["O", "O", "C", "C", "H", "H", "H", "H", "H", "C", "C", "H", "H", "H", "H", "H", "C", "C", "C", "H", "H", "H", "H", "H", "C", "H", "H", "H", "H", "H", "H", "Er", "C", "Si", "H", "H", "C", "C", "C", "C", "Si", "H", "H", "C", "C", "C", "H", "H", "H", "H", "H", "H", "H", "H", "H", "H", "H", "H", "H", "H", "H", "H", "H", "H", "Se", "P", "Se", "C", "C", "C", "C", "C", "C", "C", "C", "C", "C", "C", "C", "H", "H", "H", "H", "H", "H", "H", "H", "H", "H"], "xyz": [[3.690, -0.982, 0.188], [3.660, -3.077, -0.949], [4.287, 0.381, -0.323], [3.976, 1.443, 0.662], [3.911, 0.571, -1.339], [5.344, 0.108, -0.344], [2.928, 1.793, 0.650], [4.533, 2.326, 0.368], [4.272, 1.200, 1.685], [2.952, -1.168, 1.494], [4.115, -1.559, 2.354], [2.196, -1.982, 1.348], [2.465, -0.189, 1.647], [4.567, -2.475, 1.936], [3.776, -1.762, 3.349], [4.865, -0.760, 2.397], [3.176, -4.483, -0.638], [5.132, -2.984, -1.121], [3.000, -4.667, 0.838], [3.927, -5.159, -1.048], [2.238, -4.669, -1.170], [3.940, -4.645, 1.415], [2.616, -5.684, 0.990], [2.283, -3.967, 1.262], [5.966, -3.675, -0.085], [5.348, -1.908, -1.064], [5.447, -3.278, -2.139], [5.803, -3.309, 0.929], [7.006, -3.453, -0.332], [5.875, -4.774, -0.099], [3.733, -1.844, -0.186], [-0.109, -0.375, -1.012], [1.288, -1.657, -2.118], [2.486, -2.086, -3.495], [1.250, -2.616, -1.525], [0.342, -1.524, -2.720], [3.972, -0.968, -3.695], [1.307, -1.620, -4.887], [3.031, -3.872, -4.017], [0.955, 1.157, -2.452], [-0.795, 1.588, -2.931], [1.550, 0.855, -3.323], [1.491, 1.968, -1.927], [-1.029, 1.623, -4.778], [-1.243, 3.270, -2.280], [-2.099, 0.332, -2.285], [3.452, -3.907, -5.037], [2.176, -4.562, -4.058], [3.805, -4.351, -3.392], [3.606, 0.069, -3.678], [4.436, -1.161, -4.675], [4.736, -1.109, -2.929], [0.709, -0.752, -4.587], [0.608, -2.428, -5.139], [1.826, -1.347, -5.804], [-0.418, 3.989, -2.408], [-1.509, 3.251, -1.218], [-2.097, 3.630, -2.859], [-2.818, 0.800, -1.596], [-1.920, -0.718, -1.873], [-2.650, 0.117, -3.229], [-1.646, 2.499, -5.020], [-1.558, 0.728, -5.130], [-0.083, 1.708, -5.323], [0.104, 1.578, 0.851], [-1.578, 0.477, 1.741], [-1.239, -1.643, 1.173], [-1.793, 0.707, 3.551], [-3.067, 0.662, 4.143], [-3.215, 0.960, 5.499], [-2.096, 1.297, 6.272], [-0.822, 1.326, 5.686], [-0.669, 1.029, 4.328], [-3.205, 1.056, 1.100], [-3.432, 2.440, 0.997], [-4.667, 2.912, 0.540], [-5.665, 2.000, 0.173], [-5.436, 0.621, 0.248], [-4.208, 0.144, 0.714], [-3.941, 0.425, 3.528], [-4.204, 0.935, 5.953], [-2.210, 1.539, 7.328], [0.053, 1.590, 6.282], [0.316, 1.088, 3.843], [-2.634, 3.129, 1.268], [-4.849, 3.986, 0.481], [-6.633, 2.364, -0.163], [-6.216, -0.088, -0.041], [-3.998, -0.926, 0.767]], "lowdin_charge": [-0.112, -0.247, -0.051, -0.066, 0.120, 0.130, 0.038, 0.106, 0.088, -0.113, -0.035, 0.111, 0.083, 0.057, 0.090, 0.095, -0.173, -0.221, -0.059, 0.118, 0.120, 0.079, 0.100, 0.069, -0.061, 0.095, 0.132, 0.059, 0.098, 0.095, -0.004, 0.506, -0.404, 0.457, -0.005, -0.029, -0.169, -0.190, -0.170, -0.397, 0.340, -0.024, -0.015, -0.172, -0.181, -0.209, 0.040, 0.032, 0.004, 0.028, 0.049, -0.001, -0.002, 0.045, 0.037, 0.052, -0.006, 0.035, 0.042, 0.010, 0.070, 0.037, 0.033, 0.042, 0.376, 0.254, 0.284, -0.376, -0.070, -0.063, -0.063, -0.069, -0.104, -0.429, -0.097, -0.057, -0.063, -0.065, -0.122, 0.110, 0.111, 0.111, 0.109, 0.082, 0.102, 0.114, 0.110, 0.114, 0.073]}

=====

Entry 3:
{"formula": "C2H8OS", "method": "the ωB97M-V functional and the def2-TZVPD basis", "lumo_ev": [-5.05, -10.68], "multiplicity": 2, "total_charge": 1, "s2": 0.75, "energy_ev": -15075.471, "species": ["S", "H", "H", "C", "O", "C", "H", "H", "H", "H", "H", "H"], "xyz": [[1.140, 1.246, 3.118], [0.922, 0.825, 1.841], [1.762, 0.096, 3.443], [-0.147, -0.721, -0.991], [0.936, 0.045, -1.451], [-1.282, 0.291, -0.625], [0.086, -1.190, -0.020], [-0.393, -1.520, -1.683], [1.578, -0.455, -1.959], [-1.680, -0.009, 0.343], [-2.122, 0.137, -1.300], [-0.801, 1.257, -0.716]], "nbo_charge": [0.611, 0.200, 0.182, -0.052, -0.743, -0.648, 0.116, 0.187, 0.487, 0.195, 0.238, 0.228]}

=====

Entry 4:
{"formula": "H15N5", "method": "the ωB97M-V functional and the def2-TZVPD basis", "lumo_ev": 0.68, "multiplicity": 1, "smiles": "N.N.N.N.N", "energy_ev": -7693.352, "species": ["N", "H", "H", "H", "N", "H", "H", "H", "N", "H", "H", "H", "N", "H", "H", "H", "N", "H", "H", "H"], "xyz": [[-1.585, -1.047, 1.128], [-2.269, -0.392, 0.823], [-1.382, -1.828, 0.619], [-0.801, -0.452, 1.382], [-2.735, -0.765, -2.215], [-2.416, -0.447, -1.303], [-3.233, -0.027, -2.642], [-1.954, -0.964, -2.752], [2.123, 1.269, 3.603], [1.631, 0.398, 4.000], [2.003, 2.001, 4.359], [3.119, 1.198, 3.426], [0.945, -0.724, -3.396], [0.225, -0.846, -2.791], [0.605, -0.201, -4.221], [1.710, -0.316, -2.944], [0.783, 0.784, 0.679], [1.188, 0.165, 1.374], [0.873, 1.729, 1.036], [1.167, 0.465, -0.164]], "nbo_charge": [-1.109, 0.356, 0.361, 0.384, -1.061, 0.360, 0.354, 0.344, -1.110, 0.375, 0.365, 0.370, -1.069, 0.346, 0.364, 0.358, -1.103, 0.360, 0.391, 0.364]}